No. 1
ORCA calculation (the ωB97M-V functional and the def2-TZVPD basis) on C35H40MnN3PSi2 as an isolated structure.

Structure (ORCA input):
```
! RIJCOSX wB97M-V def2-TZVPD def2/J DEFGRID3
* xyz 2 2
Mn -0.3071 0.3203 -0.1735
N 2.2489 1.8367 0.1127
P 1.9822 0.2107 -0.3670
C 3.2610 0.0156 -1.6102
C 2.9574 0.2540 -2.9498
C 3.9701 0.2842 -3.8966
C 5.2877 0.0944 -3.5079
C 5.6023 -0.0991 -2.1691
C 4.5972 -0.1299 -1.2167
C 2.3145 -0.8027 1.0674
C 1.3613 -0.6307 2.1014
C 1.3820 -1.4425 3.2155
C 2.3261 -2.4640 3.2929
C 3.2346 -2.6757 2.2643
C 3.2294 -1.8450 1.1510
C 1.2851 2.7968 -0.1339
C 1.6295 4.1508 -0.1517
C 0.6403 5.0882 -0.3172
C -0.6832 4.6673 -0.4524
C -0.9408 3.3232 -0.4326
N 0.0143 2.3739 -0.2914
H 3.2012 2.1767 0.1450
H 1.9350 0.4276 -3.2549
H 3.7298 0.4599 -4.9363
H 6.0761 0.1125 -4.2482
H 6.6330 -0.2216 -1.8649
H 4.8627 -0.2524 -0.1745
H 0.8791 1.2901 1.8587
H 0.6850 -1.2853 4.0271
H 2.3363 -3.1027 4.1658
H 3.9474 -3.4864 2.3229
H 3.9229 -2.0300 0.3435
H 2.6649 4.4385 -0.0302
H 0.8881 6.1412 -0.3341
H -1.4933 5.3712 -0.5702
H -1.9512 2.9626 -0.5255
C -2.3382 1.3614 -2.9501
Si -2.4373 0.0806 -1.5898
C -2.7685 0.7104 0.1625
C -3.4043 -1.4163 -2.0682
C -4.7585 -1.6249 -2.3369
C -5.1714 -2.8681 -2.7833
C -4.2496 -3.8964 -2.9774
C -2.9037 -3.6946 -2.7237
C -2.4754 -2.4486 -2.2618
Si -0.7658 -1.8659 -1.8282
C 0.3709 -1.8854 -3.2992
C -0.0466 -2.9319 -0.4629
H -3.0673 1.0998 -3.7191
H -1.3541 1.3596 -3.4223
H -2.5489 2.3798 -2.6283
H -3.2897 -0.0829 0.6957
H -3.4200 1.5845 0.1157
H -1.9518 1.0291 0.8393
H -5.4874 -0.8343 -2.2046
H -6.2190 -3.0433 -2.9891
H -4.5916 -4.8589 -3.3344
H -2.2020 -4.5040 -2.8880
H 0.1973 -2.8385 -3.8092
H 1.4234 -1.8495 -3.0285
H 0.1509 -1.0967 -4.0198
H 0.2044 -3.8620 -0.9884
H -0.7555 -3.1934 0.3189
H 0.8784 -2.5760 -0.0117
C -1.7456 -1.5928 2.3800
C -1.6307 -0.3281 3.1822
C -2.5519 -0.0708 4.1920
C -2.4704 1.0801 4.9570
C -1.4610 1.9978 4.7208
C -0.5179 1.7803 3.7233
C 0.5802 2.7864 3.4868
C -0.6227 0.6117 2.9647
N 0.3572 0.4150 1.8917
H -1.1497 -2.4009 2.8074
H -1.4036 -1.4621 1.3504
H -2.7807 -1.9313 2.3405
H -3.3424 -0.7881 4.3744
H -3.1948 1.2629 5.7389
H -1.3947 2.8958 5.3213
H 0.5484 3.5651 4.2451
H 0.4778 3.2854 2.5171
H 1.5743 2.3316 3.5401
*
```

Frontier orbital gap (alpha / beta): 8.0 / 8.2 eV
Lowest unoccupied orbital energy (alpha / beta): -6.12 / -5.91 eV
Maximum force: 0.648 eV/A

***

No. 2
ORCA calculation (the ωB97M-V functional and the def2-TZVPD basis) on C35H40N10NiO3PS as an isolated structure.

Structure (ORCA input):
```
! RIJCOSX wB97M-V def2-TZVPD def2/J DEFGRID3
* xyz 1 3
Ni -11.3550 -19.5976 -4.6668
C -16.5194 -20.1543 -6.1438
N -15.2783 -20.1118 -5.3604
C -14.1143 -19.4431 -5.5793
N -13.3416 -19.5932 -4.4992
C -14.0773 -20.3527 -3.6241
N -15.2491 -20.7205 -4.1115
C -17.3397 -18.8875 -5.9904
C -17.6151 -18.1432 -7.1631
C -18.0955 -16.8498 -7.0516
C -18.1130 -16.1856 -5.8054
C -17.8385 -16.9334 -4.6646
C -17.6100 -18.3001 -4.7436
C -17.6115 -16.2770 -3.3363
N -18.0660 -16.6339 -2.1866
N -17.2659 -16.0315 -1.2064
C -16.3931 -15.3195 -1.7841
O -16.5771 -15.3033 -3.1995
C -15.1794 -14.7246 -1.1489
C -14.9728 -13.3396 -1.1350
C -13.7741 -12.8712 -0.6289
C -12.7178 -13.7400 -0.3427
C -12.8884 -15.1102 -0.4860
C -11.6870 -16.0390 -0.4077
N -11.3121 -16.6388 -1.6797
C -12.0102 -17.4044 -2.5478
N -11.1522 -17.9628 -3.4180
C -9.9279 -17.4592 -3.0650
N -9.9579 -16.6600 -2.0193
C -14.1732 -15.6114 -0.7700
H -17.0281 -21.1075 -5.8902
H -16.1648 -20.2500 -7.1898
H -13.8162 -18.9070 -6.4640
H -13.6781 -20.6035 -2.6534
H -17.3857 -18.5843 -8.1215
H -18.4505 -16.3001 -7.8867
H -18.3421 -15.1323 -5.7568
H -17.4642 -18.8675 -3.8112
H -15.7563 -12.6885 -1.5185
H -13.6375 -11.8072 -0.5085
H -11.7883 -13.3203 -0.0069
H -11.8162 -16.8718 0.2976
H -10.8238 -15.4716 -0.0907
H -13.0805 -17.5546 -2.5570
H -9.0641 -17.6929 -3.6835
H -14.3954 -16.6909 -0.6828
C -14.0741 -21.5921 -8.9605
C -12.7857 -22.3124 -8.5711
N -11.6030 -21.4892 -8.6847
C -11.0514 -21.3070 -10.0668
C -10.1126 -22.4379 -10.4853
C -10.9734 -20.9624 -7.6283
S -11.4954 -21.3603 -6.0196
N -9.9675 -20.1267 -7.8909
C -9.5787 -19.1625 -7.0398
O -10.1868 -18.6294 -6.0864
C -8.2183 -18.6297 -7.3768
C -7.3789 -19.2554 -8.3077
C -6.0440 -18.8929 -8.4000
C -5.5409 -17.8433 -7.6099
C -6.4050 -17.1359 -6.7597
C -7.7453 -17.5155 -6.6527
H -14.9132 -22.2774 -8.6868
H -14.1031 -21.3659 -10.0415
H -14.1712 -20.6532 -8.3665
H -12.5681 -23.2082 -9.1991
H -12.8380 -22.6704 -7.5181
H -10.5846 -20.3146 -10.0730
H -11.9330 -21.2561 -10.7280
H -9.2084 -22.4989 -9.8538
H -9.7796 -22.2943 -11.5365
H -10.6006 -23.4347 -10.4671
H -7.7980 -20.0471 -8.9068
H -5.4213 -19.4217 -9.0887
H -4.5040 -17.5296 -7.6759
H -6.0142 -16.2561 -6.2720
H -8.4360 -16.9398 -6.0631
C -8.3634 -22.7388 -3.3877
P -8.3807 -20.9292 -3.1966
C -7.9645 -20.5343 -1.4780
C -6.9654 -20.3218 -4.1750
O -9.6922 -20.3682 -3.5939
H -7.3429 -23.1655 -3.2684
H -8.7419 -23.0029 -4.3960
H -9.0432 -23.1561 -2.6203
H -6.9135 -20.8086 -1.2058
H -8.6969 -20.9896 -0.7794
H -8.0966 -19.4224 -1.3483
H -6.0051 -20.6968 -3.7871
H -6.9351 -19.2233 -4.1525
H -7.0388 -20.6132 -5.2392
*
```

Frontier orbital gap (alpha / beta): 8.9 / 8.3 eV
Lowest unoccupied orbital energy (alpha / beta): -1.86 / -2.41 eV
Maximum force: 2.086 eV/A

***

No. 3
ORCA calculation (the ωB97M-V functional and the def2-TZVPD basis) on a 4-piece molecular cluster, C35H40O21P2 overall.

Structure (ORCA input):
```
! RIJCOSX wB97M-V def2-TZVPD def2/J DEFGRID3
* xyz 0 1
C -5.9081 -0.6583 -1.0008
C -4.7676 -1.4389 -1.3596
C -3.2685 -2.1815 -1.3871
P -3.5924 -3.6614 -0.2305
O -4.9496 -4.3511 -0.7643
O -2.3889 -4.9133 -0.2413
O -3.9758 -3.1986 1.4390
O -3.1488 -2.8183 -2.7220
C -1.7241 -3.1750 -2.8572
O -1.3580 -4.1451 -3.7303
C -0.7538 -2.2846 -1.8269
C 0.3512 -1.6985 -2.8876
C 0.1993 -3.0892 -0.7589
O 0.5708 -4.4340 -1.3095
O 1.6779 -4.8188 -0.7124
C -1.9281 -1.2588 -1.2309
C -1.6604 -0.8776 0.3758
C -2.6747 0.2767 0.9486
C -3.3404 -0.0979 2.4339
C -3.9133 1.3548 3.0344
O -4.3497 1.4993 4.3069
O -4.0105 2.5437 2.1672
C -5.3441 2.6871 1.5631
C -5.6426 4.2609 1.1283
P -1.6571 0.2839 -2.3221
C -0.4911 1.5076 -1.3494
C -3.2405 1.3084 -2.6016
C -2.9567 2.9044 -2.9325
H -6.7670 -0.0464 -0.4431
H -2.7807 -5.7817 0.1049
H -4.0804 -4.0761 1.9200
H 1.1276 -2.5883 -3.0682
H -0.0919 -1.4802 -3.9748
H 1.0052 -0.8067 -2.4763
H -0.3129 -3.3176 0.2794
H 1.2448 -2.5461 -0.5710
H 2.4024 -4.8354 -1.4042
H -0.5180 -0.5606 0.5173
H -1.7866 -1.8300 1.0823
H -1.9984 1.2431 1.1348
H -3.5918 0.5081 0.2531
H -4.3281 -0.7441 2.2552
H -2.5846 -0.6188 3.1595
H -6.1288 2.3763 2.3784
H -5.4389 2.0493 0.5650
H -6.3030 4.2484 0.1605
H -4.6649 4.8679 0.8832
H -6.2385 4.8635 1.9563
H 0.3828 0.9489 -0.7935
H 0.0261 2.1645 -2.1893
H -1.1386 2.1977 -0.6472
H -3.7568 0.8711 -3.5842
H -4.0316 1.2670 -1.7418
H -2.4613 3.4613 -2.0186
H -4.0015 3.3948 -3.1744
H -2.3101 2.9931 -3.9070
C -7.4316 7.2818 4.8824
C -7.1480 8.2733 5.7293
C -6.3727 9.4669 5.2912
O -6.1439 10.3708 6.0872
C -5.9016 9.5095 3.8981
C -6.1823 8.5163 3.0523
C -6.9810 7.3362 3.4831
O -7.2385 6.4477 2.6779
O -5.7404 8.5486 1.7424
O -7.5659 8.2280 7.0466
H -7.9961 6.4095 5.1868
H -5.3240 10.3743 3.5977
H -6.0727 7.7193 1.3345
H -7.2388 9.0600 7.4528
C 5.0810 -2.1348 -2.5891
C 6.4001 -2.1916 -2.3953
C 7.0158 -1.7251 -1.1221
O 8.2290 -1.8074 -0.9657
C 6.1267 -1.1710 -0.0891
C 4.8080 -1.1110 -0.2845
C 4.1901 -1.6029 -1.5464
O 2.9731 -1.5516 -1.6895
O 3.9669 -0.5889 0.6810
O 7.2441 -2.6878 -3.3718
H 4.6200 -2.4724 -3.5088
H 6.5890 -0.8191 0.8242
H 3.0628 -0.6571 0.3038
H 8.1476 -2.6251 -2.9922
C 10.1866 -4.4230 -0.5038
C 10.7320 -3.9924 -1.6430
C 11.8825 -4.7027 -2.2670
O 12.3503 -4.2943 -3.3240
C 12.4217 -5.8831 -1.5736
C 11.8784 -6.3115 -0.4327
C 10.7108 -5.6174 0.1764
O 10.2215 -6.0457 1.2163
O 12.3819 -7.4185 0.2256
O 10.2463 -2.8690 -2.2867
H 9.3486 -3.9176 -0.0404
H 13.2693 -6.3794 -2.0287
H 11.8186 -7.5265 1.0228
H 10.8058 -2.7646 -3.0869
*
```

Frontier orbital gap: 6.2 eV
Lowest unoccupied orbital energy: -2.13 eV
Maximum force: 10.221 eV/A
Structure (SMILES): C#C[C@@]1(P(=O)(O)O)OC(=O)[C@](C)(COO)[C@@]1(CCCC(=O)OCC)P(C)CC.O=C1C=C(O)C(=O)C=C1O.O=C1C=C(O)C(=O)C=C1O.O=C1C=C(O)C(=O)C=C1O

***

No. 4
ORCA calculation (the ωB97M-V functional and the def2-TZVPD basis) on C35H41AsN3O2P2STi as an isolated structure.

Structure (ORCA input):
```
! RIJCOSX wB97M-V def2-TZVPD def2/J DEFGRID3
* xyz 1 3
Ti 0.5744 -0.1294 0.1158
C 0.1498 3.0333 -1.2889
P -0.9134 2.4043 0.0642
C -0.0705 2.3204 1.6703
C 1.2887 2.5197 1.9065
C 1.7668 2.4400 3.2104
C 0.9078 2.1826 4.2645
C -0.4554 2.0109 4.0317
C -0.9430 2.0775 2.7428
C -2.1906 3.6668 0.2841
C -3.4610 3.4779 -0.2485
C -4.4146 4.4753 -0.1062
C -4.1026 5.6447 0.5708
C -2.8326 5.8307 1.1016
C -1.8728 4.8433 0.9613
C 1.5034 2.3875 -1.3100
C 2.7128 2.8972 -1.7125
C 3.6922 1.9080 -1.4205
C 3.0327 0.8422 -0.8603
C 3.5820 -0.4129 -0.2451
P 3.1592 -0.4331 1.5917
C 4.3609 -1.6543 2.2475
C 4.5186 -1.6422 3.6340
C 5.3956 -2.5170 4.2538
C 6.1265 -3.4168 3.4914
C 5.9874 -3.4268 2.1120
C 5.1119 -2.5482 1.4888
C 1.6412 -1.4894 1.5462
C 1.6158 -2.8154 1.0601
C 0.4410 -3.5242 1.0144
C -0.7576 -2.9310 1.4614
C -0.7450 -1.6857 2.0506
C 0.4527 -0.9480 2.1426
N 1.6848 1.1281 -0.7908
H 0.2311 4.1154 -1.1741
H -0.4248 2.8320 -2.2001
H 1.9657 2.7722 1.1012
H 2.8219 2.5866 3.3947
H 1.2907 2.1274 5.2750
H -1.1326 1.8296 4.8557
H -2.0020 1.9541 2.5468
H -3.6959 2.5537 -0.7637
H -5.4012 4.3331 -0.5265
H -4.8513 6.4166 0.6885
H -2.5875 6.7464 1.6229
H -0.8809 4.9772 1.3781
H 2.8867 3.8672 -2.1505
H 4.7532 1.9927 -1.5943
H 4.6679 -0.3965 -0.3349
H 3.1865 -1.3058 -0.7366
H 3.9461 -0.9349 4.2243
H 5.5179 -2.4897 5.3286
H 6.8205 -4.0960 3.9682
H 6.5691 -4.1174 1.5151
H 5.0340 -2.5678 0.4081
H 2.5492 -3.2809 0.7644
H 0.4312 -4.5490 0.6657
H -1.6797 -3.4976 1.4198
H -1.6485 -1.2931 2.5008
H 0.5486 -0.1415 2.8599
C 2.2601 -3.1543 -2.4932
O 0.8637 -3.4686 -2.4389
C 0.0523 -2.6198 -1.8329
O 0.4369 -1.5417 -1.3601
N -1.2046 -3.0832 -1.8560
N -2.3452 -2.3215 -1.6218
H 2.7003 -3.9165 -3.1272
H 2.6989 -3.2024 -1.4985
H 2.4203 -2.1663 -2.9227
H -1.3673 -3.9491 -2.3428
H -2.5573 -2.2797 -0.6308
H -2.2123 -1.3735 -1.9527
C -3.5658 -1.3283 -4.7330
As -4.5680 -0.6392 -3.1837
C -5.6098 -2.2687 -2.8579
C -5.9447 0.3215 -4.2079
S -1.7407 0.6390 -0.3385
H -4.2395 -1.8648 -5.4013
H -2.7834 -2.0133 -4.4063
H -3.1033 -0.5105 -5.2849
H -6.0572 -2.6238 -3.7867
H -6.4042 -2.0738 -2.1379
H -4.9619 -3.0447 -2.4553
H -6.3383 -0.3014 -5.0113
H -5.5259 1.2298 -4.6402
H -6.7664 0.6046 -3.5505
*
```

Frontier orbital gap (alpha / beta): 6.9 / 7.2 eV
Lowest unoccupied orbital energy (alpha / beta): -2.35 / -2.96 eV
Maximum force: 2.242 eV/A

***

No. 5
ORCA calculation (the ωB97M-V functional and the def2-TZVPD basis) on C35H42AlClN3O8P2S as an isolated structure.

Structure (ORCA input):
```
! RIJCOSX wB97M-V def2-TZVPD def2/J DEFGRID3
* xyz -1 1
Al 0.4555 0.6879 0.4546
C -3.1255 -2.3265 -4.6096
C -1.7012 -1.8200 -4.4118
C -0.7455 -2.9864 -4.1798
P -1.5746 -0.6687 -2.9423
C -2.5739 0.8027 -3.5406
C -3.9985 0.6965 -2.9888
C -1.9851 2.1428 -3.1069
C 0.1423 -0.0623 -3.2310
C 0.5075 0.4778 -4.4731
C 1.7889 0.9132 -4.7320
C 2.7584 0.8141 -3.7361
C 2.4202 0.2894 -2.5089
C 1.1171 -0.1465 -2.2319
N 0.8273 -0.6182 -0.9094
C 1.2831 -1.8730 -0.5972
C 1.9204 -2.7203 -1.5361
C 2.3907 -3.9676 -1.1794
C 2.2655 -4.4522 0.1167
C 1.6246 -3.6522 1.0476
C 1.1304 -2.3961 0.7185
P 0.1869 -1.3720 1.8551
C 0.9145 -1.5568 3.5388
C 0.1058 -0.6945 4.5097
C 2.3937 -1.1935 3.6066
C -1.4754 -2.1913 1.9773
C -1.5196 -3.4649 2.8174
C -1.9971 -2.4679 0.5705
H -3.1460 -3.1071 -5.3755
H -3.7935 -1.5321 -4.9300
H -3.5248 -2.7547 -3.6872
H -1.3963 -1.2890 -5.3209
H -0.9657 -3.4838 -3.2335
H 0.2885 -2.6476 -4.1393
H -0.8315 -3.7259 -4.9817
H -2.5909 0.7765 -4.6397
H -3.9724 0.7539 -1.8998
H -4.4953 -0.2289 -3.2640
H -4.6081 1.5300 -3.3487
H -1.9062 2.1957 -2.0247
H -2.6422 2.9537 -3.4324
H -0.9931 2.3201 -3.5199
H -0.2457 0.5807 -5.2460
H 2.0337 1.3461 -5.6938
H 3.7656 1.1683 -3.9143
H 3.1615 0.2233 -1.7226
H 2.0489 -2.3776 -2.5502
H 2.8753 -4.5766 -1.9345
H 2.6491 -5.4262 0.3888
H 1.5082 -4.0118 2.0648
H 0.8082 -2.6093 3.8217
H 0.1956 0.3602 4.2399
H 0.4857 -0.8121 5.5270
H -0.9554 -0.9504 4.5156
H 2.5503 -0.1387 3.3845
H 2.9833 -1.7777 2.8987
H 2.7672 -1.3966 4.6138
H -2.1225 -1.4344 2.4377
H -0.8519 -4.2229 2.4022
H -2.5318 -3.8762 2.7960
H -1.2522 -3.3040 3.8615
H -1.3940 -3.2369 0.0824
H -1.9784 -1.5840 -0.0672
H -3.0275 -2.8278 0.6296
O -4.3236 3.2524 2.3877
C -3.2948 3.7692 3.0472
O -3.4458 4.6304 3.8778
C -1.9494 3.2211 2.7285
C -0.7372 3.6544 3.2488
Cl -0.3934 4.9460 4.2875
N 0.2496 2.8912 2.7383
N -0.2715 1.9757 1.9104
C -1.5745 2.1797 1.8582
C -2.2498 1.3523 0.8040
O -3.4734 1.3870 0.6659
O -1.4243 0.6860 0.1022
C 1.6681 3.0233 2.7922
C 2.2989 3.0543 4.0225
C 3.6793 3.1203 4.0883
C 4.3871 3.1771 2.8926
C 3.7441 3.1121 1.6721
C 2.3636 2.8781 1.5882
H -4.0688 2.5486 1.7208
H 1.6959 3.0435 4.9211
H 4.1847 3.1679 5.0420
H 5.4625 3.3084 2.9109
H 4.2930 3.2132 0.7474
H 2.8345 0.5458 0.6734
O 2.6980 3.6992 -0.8669
S 1.5981 3.4247 0.0166
O 0.7697 2.2833 -0.5175
O 2.0932 0.8609 1.1985
O 0.7541 4.5243 0.4052
*
```

Frontier orbital gap: 7.5 eV
Lowest unoccupied orbital energy: 2.50 eV
Maximum force: 2.324 eV/A